# 1
# C26H28AuNOSSbTe

A molecular structure, C26H28AuNOSSbTe (the ωB97M-V functional and the def2-TZVPD basis, the Open Molecules 2025 dataset).

Element x y z (Å)
Au (1.41, 0.54, 1.38)
Te (2.62, 1.43, 3.78)
Sb (-1.51, 0.67, -0.93)
S (-0.69, 1.60, 1.10)
O (0.94, -1.94, 1.33)
N (3.28, -0.50, 1.06)
C (2.15, -2.68, 1.43)
C (1.65, -1.26, -3.20)
C (-3.46, -3.22, -0.79)
C (-2.71, -1.31, 1.11)
C (-2.81, -2.07, -1.20)
C (0.72, -0.92, -2.23)
C (-3.91, 2.51, -0.56)
C (3.35, -1.84, 1.06)
C (5.58, -0.36, 0.41)
C (4.54, -2.49, 0.75)
C (-4.19, 3.25, -3.25)
C (-3.36, -2.47, 1.51)
C (-3.19, 2.36, -2.89)
C (-5.04, 3.77, -2.28)
C (1.85, 3.36, 4.24)
C (0.21, 1.13, -3.43)
C (0.01, 0.26, -2.37)
C (-2.44, -1.14, -0.24)
C (1.85, -0.42, -4.29)
C (5.66, -1.75, 0.42)
C (1.14, 0.77, -4.40)
C (1.24, 0.39, 5.03)
C (-3.74, -3.42, 0.56)
C (-4.91, 3.40, -0.94)
C (-3.06, 2.02, -1.54)
C (4.38, 0.22, 0.74)
H (0.54, -1.59, -1.39)
H (-3.76, -3.96, -1.52)
H (0.77, 3.39, 4.13)
H (-2.60, -1.91, -2.25)
H (-2.56, 1.92, -3.65)
H (-5.83, 4.44, -2.58)
H (-3.59, -2.62, 2.55)
H (2.20, -2.19, -3.12)
H (-4.30, 3.53, -4.29)
H (2.29, -3.05, 2.45)
H (1.44, -0.68, 4.95)
H (1.41, 0.71, 6.06)
H (2.12, -3.55, 0.77)
H (6.60, -2.24, 0.17)
H (2.33, 4.08, 3.59)
H (-4.28, -4.30, 0.87)
H (0.22, 0.62, 4.73)
H (-3.81, 2.22, 0.48)
H (-5.58, 3.80, -0.20)
H (2.56, -0.69, -5.06)
H (4.58, -3.57, 0.78)
H (0.28, -2.34, 1.90)
H (1.31, 1.43, -5.25)
H (2.13, 3.56, 5.28)
H (4.27, 1.30, 0.76)
H (-2.43, -0.56, 1.85)
H (-0.31, 2.07, -3.52)
H (6.42, 0.26, 0.15)

Summary:
- E_HOMO (alpha / beta) (eV) = -16.872 / -16.872
- energy above the lowest of the compared OMol25 structures with the same formula, charge and spin (kcal/mol) = 6.28
- 2S+1 = 3
- charge = +3
- E_tot (Ha) = -2178.63155
- expectation value of S² = 2.02
- gap between HOMO and LUMO (alpha / beta) (eV) = 8.159 / 4.341

=====

# 2
# C26H28BCl2F2O10P

3 unconnected molecules or ions with the total composition C26H28BCl2F2O10P (the ωB97M-V functional and the def2-TZVPD basis, the Open Molecules 2025 dataset).

Element x y z (Å)
Cl (-7.07, 0.35, -1.19)
Cl (-5.42, -1.77, 1.64)
P (-3.46, 0.40, 2.84)
F (-3.80, -0.97, -2.10)
F (-1.93, -2.53, -3.95)
O (5.74, 4.67, 2.16)
O (0.36, -4.86, -2.86)
O (1.24, -0.29, -1.56)
O (3.83, 1.46, -0.10)
O (-0.38, 0.40, 3.09)
O (5.06, 2.60, 2.73)
O (-2.76, 1.81, 3.39)
O (1.58, -3.75, -4.40)
O (0.85, -5.84, -4.80)
O (7.18, 2.93, 2.12)
C (1.50, 2.40, 2.31)
C (-5.02, -0.71, 0.26)
C (-0.87, -1.98, -3.22)
C (1.33, 1.27, 0.18)
C (-2.99, -0.57, -1.11)
C (-2.80, -0.89, 3.97)
C (-5.90, 0.58, 0.17)
C (7.12, 1.59, 2.63)
C (0.63, 0.29, -0.69)
C (2.99, 4.53, -0.69)
C (0.87, 1.49, 1.42)
C (-1.22, -0.53, -2.88)
C (2.49, 3.24, -1.37)
C (-0.83, 0.07, -0.41)
C (-6.66, 0.98, 1.41)
C (-1.66, -0.33, -1.45)
C (-0.43, -6.06, -2.92)
C (-0.31, 0.69, 1.92)
C (-1.32, 0.26, 0.89)
C (5.63, 1.30, 2.58)
C (0.99, -4.72, -4.06)
C (-2.68, 0.05, 1.18)
C (5.97, 3.52, 2.32)
C (-3.53, -0.40, 0.16)
C (1.88, 3.23, 3.10)
C (0.28, -6.86, -3.99)
B (2.61, 1.98, -0.42)
H (1.09, -7.48, -3.58)
H (-2.18, 2.22, 2.74)
H (2.32, 3.98, 3.70)
H (-7.15, 1.94, 1.22)
H (-5.98, 1.13, 2.25)
H (4.48, 1.75, -0.75)
H (-0.39, -7.49, -4.57)
H (2.37, 4.74, 0.19)
H (2.90, 5.39, -1.35)
H (-2.06, -0.41, 4.62)
H (5.31, 0.89, 1.62)
H (-0.42, 0.16, -3.15)
H (-0.75, -2.55, -2.30)
H (7.51, 1.59, 3.64)
H (-2.26, -1.68, 3.44)
H (-0.43, -6.55, -1.95)
H (4.03, 4.44, -0.38)
H (-5.24, 1.38, -0.18)
H (7.71, 0.93, 2.01)
H (-3.60, -1.29, 4.59)
H (3.10, 3.03, -2.26)
H (0.01, -2.06, -3.84)
H (1.47, 3.38, -1.74)
H (-5.26, -1.29, -0.62)
H (-7.44, 0.27, 1.64)
H (5.29, 0.65, 3.38)
H (-1.45, -5.79, -3.19)
H (-2.08, -0.26, -3.50)

Summary:
- E_HOMO (eV) = -8.216
- charge = 0
- E_tot (Ha) = -3246.28818
- gap between HOMO and LUMO (eV) = 6.873
- SMILES string = C#CC1=C(B(O)CC)C(=O)c2c(CCF)c(F)c([C@@H](Cl)[C@H](C)Cl)c(P(C)O)c2C1=O.O=C1OCCO1.O=C1OCCO1

=====

no.,maximum force (Eh/bohr)
1,0.0432
2,0.0183